[1]
{"formula": "C2H4N2", "method": "ωB97M-V/def2-TZVPD", "e_tot_ev": -5116.010, "orbital_gap_ev": 13.2, "relative_energy_ev": 2.950, "smiles": "[H][H].C#N.C#N", "e_homo_ev": -12.097, "charge": 0, "elements": ["N", "N", "C", "C", "H", "H", "H", "H"], "coordinates": [[-0.04168, 1.99808, -3.06320], [-0.25112, 0.22109, -0.54837], [-1.04314, 1.79363, -3.61374], [-0.03590, 0.43039, 0.52196], [-2.12296, 1.67851, -4.00926], [2.03988, -3.33938, 4.84352], [-0.11542, 0.58390, 1.63991], [1.57034, -3.36622, 4.22918]], "forces_ev_per_angstrom": [[-1.518, -0.345, -1.178], [-0.581, -0.965, -4.731], [-1.072, 0.298, 0.341], [-0.042, 1.059, 6.892], [2.624, 0.133, 0.757], [-0.654, -0.034, -0.854], [0.590, -0.180, -2.080], [0.653, 0.035, 0.852]], "mulliken_charge": [-0.346, -0.267, 0.121, 0.029, 0.230, 0.018, 0.233, -0.017]}

[2]
{"formula": "C2H4N2O", "method": "ωB97M-V/def2-TZVPD", "e_tot_ev": -7162.168, "orbital_gap_ev": [7.2, 10.7], "relative_energy_ev": 4.312, "e_homo_ev": [-8.193, -11.066], "charge": 0, "elements": ["O", "N", "N", "C", "C", "H", "H", "H", "H"], "coordinates": [[-1.89974, -0.24578, -0.15009], [0.29909, -0.72006, 2.42505], [1.29592, 0.78192, -0.78278], [-0.63721, -0.61036, 0.11172], [-0.17256, -0.72449, 1.39489], [-1.95373, -0.13280, -1.10969], [1.17867, 1.70347, -1.13926], [-0.01629, -0.92379, -0.69771], [1.90585, 0.87189, -0.05213]], "forces_ev_per_angstrom": [[-0.032, 0.179, -0.053], [1.256, -0.228, 2.945], [-1.545, -1.502, -2.618], [-0.029, 0.108, -1.409], [-0.998, 0.333, -1.489], [-0.247, -0.041, 0.193], [-0.442, 1.208, -0.245], [0.075, -0.336, -0.160], [1.963, 0.279, 2.837]], "mulliken_charge": [-0.439, -0.348, -0.499, -0.317, 0.365, 0.372, 0.202, 0.447, 0.217]}

[3]
{"formula": "C2H4N2O", "method": "ωB97M-V/def2-TZVPD", "e_tot_ev": -7160.801, "orbital_gap_ev": 10.5, "relative_energy_ev": 5.678, "e_homo_ev": -10.084, "charge": 0, "elements": ["O", "N", "N", "C", "C", "H", "H", "H", "H"], "coordinates": [[-0.85658, 0.54407, 0.68499], [0.76327, 2.47122, 0.84170], [-0.13024, 2.58182, 1.67554], [-0.56877, -0.26616, -0.47544], [0.11173, 1.25293, 1.29520], [-0.37892, 0.31599, -1.34031], [0.25967, -1.04300, -0.55839], [-1.52068, -0.84893, -0.70158], [1.25475, 0.61855, 2.38208]], "forces_ev_per_angstrom": [[0.866, -0.635, -0.219], [-0.356, -0.357, -0.959], [-0.584, 0.852, 0.653], [-0.902, -2.024, -0.693], [3.760, -1.832, 2.626], [0.031, 1.181, -0.683], [-0.653, 1.036, 1.509], [1.136, 0.879, 0.583], [-3.296, 0.900, -2.817]], "mulliken_charge": [-0.294, -0.204, -0.178, -0.644, 0.263, 0.314, 0.296, 0.239, 0.209]}

[4]
{"formula": "C2H4N2O", "method": "ωB97M-V/def2-TZVPD", "e_tot_ev": -7162.728, "orbital_gap_ev": [10.0, 10.0], "relative_energy_ev": 3.752, "smiles": "C=[NH+][O-].C#N", "e_homo_ev": [-9.244, -9.243], "charge": 0, "elements": ["O", "N", "N", "C", "C", "H", "H", "H", "H"], "coordinates": [[-0.14712, -1.48806, 0.30613], [0.64534, -0.59159, -0.20758], [-1.87880, 0.73160, -0.03531], [-2.12813, -0.37001, -0.14644], [0.74627, 0.64519, 0.24319], [1.27993, 1.23997, -0.36643], [0.36412, 0.69324, 1.24539], [-2.32761, -1.36797, -0.10468], [1.01186, -0.80610, -1.15514]], "forces_ev_per_angstrom": [[1.851, 0.430, -0.480], [-1.293, 0.630, 0.181], [-0.123, 1.964, -0.258], [-0.070, 0.462, 0.357], [-1.258, -5.078, 1.069], [1.706, 2.515, -1.404], [-0.038, 0.968, 0.053], [-0.640, -1.998, -0.202], [-0.135, 0.107, 0.682]], "mulliken_charge": [-0.593, 0.105, -0.455, 0.164, -0.406, 0.332, 0.326, 0.293, 0.235]}

[5]
{"formula": "C2H4N2O", "method": "ωB97M-V/def2-TZVPD", "e_tot_ev": -7161.684, "orbital_gap_ev": 10.2, "relative_energy_ev": 4.796, "smiles": "Cn1cno1", "e_homo_ev": -9.308, "charge": 0, "elements": ["O", "N", "N", "C", "C", "H", "H", "H", "H"], "coordinates": [[0.97162, 0.18564, 1.24009], [0.07041, 0.35800, 0.18063], [2.02043, 0.32617, 0.26178], [-1.18329, -0.29790, 0.18891], [1.14548, 0.47593, -0.72216], [-1.38104, -0.66690, -0.79704], [1.30260, 0.48151, -1.81120], [-1.82126, 0.35985, 0.61243], [-1.12495, -1.22231, 0.84656]], "forces_ev_per_angstrom": [[0.577, -0.082, -1.647], [0.912, 1.258, -1.713], [0.388, 0.573, -0.532], [2.140, -3.247, 0.503], [-0.121, -1.655, 2.909], [-0.582, 0.200, -0.558], [-0.434, 0.276, 0.836], [-2.894, 1.723, 0.879], [0.014, 0.954, -0.678]], "mulliken_charge": [-0.164, -0.055, -0.391, -0.752, 0.107, 0.349, 0.340, 0.276, 0.290]}

[6]
{"formula": "C2H4N2O", "method": "ωB97M-V/def2-TZVPD", "e_tot_ev": -7159.564, "orbital_gap_ev": [8.0, 7.5], "relative_energy_ev": 6.915, "e_homo_ev": [-7.449, -8.040], "charge": 0, "elements": ["O", "N", "N", "C", "C", "H", "H", "H", "H"], "coordinates": [[1.58677, -0.39576, 0.08773], [-0.05058, 0.47312, 0.03268], [2.53498, -0.20077, -0.59138], [-0.74878, -0.72607, -0.20892], [-0.50650, 1.49235, 0.56743], [-1.65104, -0.37407, -0.89136], [-0.06272, 2.41951, 0.92141], [-0.99876, -1.21688, 0.72255], [-0.10338, -1.47142, -0.64014]], "forces_ev_per_angstrom": [[6.217, -1.410, -1.007], [-2.975, 4.358, 1.054], [-1.895, -0.259, 1.378], [-2.610, 0.020, -1.601], [0.076, -1.379, -0.360], [1.557, -1.599, 1.513], [0.427, -0.081, -0.337], [-0.845, 0.275, 0.325], [0.048, 0.076, -0.963]], "mulliken_charge": [-0.161, -0.069, -0.006, -0.720, -0.198, 0.315, 0.270, 0.291, 0.278]}

[7]
{"formula": "C2H4N2O2", "method": "ωB97M-V/def2-TZVPD", "e_tot_ev": -9208.510, "orbital_gap_ev": 9.2, "relative_energy_ev": 6.713, "smiles": "O=[N+]([O-])[C@@H]1CN1", "e_homo_ev": -9.831, "charge": 0, "elements": ["O", "O", "N", "N", "C", "C", "H", "H", "H", "H"], "coordinates": [[1.45754, -2.01372, 0.03496], [0.17062, -2.60349, 1.72978], [0.60989, -1.80650, 0.92953], [0.85276, 0.51905, 0.17853], [-0.36196, 0.20333, -0.60760], [0.18876, -0.47511, 1.04539], [-1.23611, 0.94460, -0.58958], [-0.49364, -0.08362, 1.81115], [1.66117, 0.08485, -0.14614], [-0.52537, -0.53889, -1.34923]], "forces_ev_per_angstrom": [[-0.943, -0.576, 1.083], [0.156, -0.363, -0.219], [1.070, -0.275, -0.734], [-3.179, 0.082, 0.556], [0.203, 0.666, 4.077], [-2.305, 3.968, -3.616], [1.688, -0.933, 0.481], [0.784, -0.881, -0.063], [1.669, -0.791, -1.148], [0.856, -0.898, -0.416]], "mulliken_charge": [-0.584, -0.558, 0.857, -0.478, -0.354, -0.214, 0.264, 0.417, 0.330, 0.319]}

[8]
{"formula": "C2H4N2O2", "method": "ωB97M-V/def2-TZVPD", "e_tot_ev": -9209.445, "orbital_gap_ev": 9.9, "relative_energy_ev": 5.778, "smiles": "[H]/N=C/N(O)C=O", "e_homo_ev": -9.781, "charge": 0, "elements": ["O", "O", "N", "N", "C", "C", "H", "H", "H", "H"], "coordinates": [[-1.62352, -0.16422, 0.87411], [1.66541, -1.07722, 0.17009], [0.79694, 1.46786, -1.10757], [-0.55037, -0.27073, 0.00478], [0.30518, -1.31368, 0.24049], [-0.25884, 1.16354, -0.44439], [0.41562, 2.28049, -1.51768], [-1.08232, 1.89922, -0.32568], [-0.15914, -2.20803, 0.86132], [-1.51327, 0.48084, 1.57129]], "forces_ev_per_angstrom": [[-2.099, -1.772, -0.301], [-8.063, -2.227, -0.238], [-2.006, -1.785, 1.212], [0.289, 3.840, 0.191], [7.536, 1.671, 2.341], [1.725, -2.623, -1.252], [0.768, 2.234, -0.733], [-0.021, -1.254, 0.306], [0.848, 1.653, -1.790], [1.022, 0.263, 0.264]], "mulliken_charge": [-0.453, -0.514, -0.456, 0.176, 0.099, -0.093, 0.277, 0.326, 0.291, 0.347]}